# 1
Entry from the Open Molecules 2025 dataset: C6H9N3S in the gas phase at a distorted geometry (the ωB97M-V functional and the def2-TZVPD basis).

* total charge: 0
* gap between HOMO and LUMO (spin up / spin down): 7.136 / 7.134 eV
* relative energy (zero: lowest compared OMol25 entry of this formula, charge and spin): 262.2 kJ/mol
* largest force on an atom: 0.10268 Eh/bohr
* HOMO (spin up / spin down): -7.8 / -7.8 eV
* LUMO (spin up / spin down): -0.025 / -0.025 Eh
* multiplicity: 1
* E_tot: -21670.1806 eV

CARTESIAN COORDINATES (ANGSTROEM)
S: 0.465 0.195 -3.533
N: -0.623 0.622 -1.145
N: 1.537 -1.641 0.265
N: 0.194 -0.149 -0.485
C: 1.009 -1.093 -0.837
C: -0.725 0.740 -2.497
C: -2.050 1.182 -3.012
C: 1.232 -0.942 1.326
C: 1.691 -1.303 2.740
C: 0.272 0.181 0.930
H: -2.180 2.221 -2.547
H: 1.098 -0.606 3.334
H: 2.798 -0.956 2.866
H: -2.868 0.698 -2.511
H: -2.140 1.024 -4.195
H: 1.482 -2.273 2.979
H: 0.679 1.167 1.020
H: 1.115 -1.391 -1.875
H: -0.686 0.263 1.299

# 2
Entry from the Open Molecules 2025 dataset: C5H6BF2NO2 in the gas phase at a distorted geometry (the ωB97M-V functional and the def2-TZVPD basis).

* total charge: 0
* SMILES string: OB(O)\C(F)=N/C=C\C=C\F
* gap between HOMO and LUMO: 7.705 eV
* relative energy (zero: lowest compared OMol25 entry of this formula, charge and spin): 23.7 kJ/mol
* largest force on an atom: 0.11463 Eh/bohr
* HOMO: -7.7 eV
* LUMO: -0.001 Eh
* multiplicity: 1
* E_tot: -16978.6497 eV

CARTESIAN COORDINATES (ANGSTROEM)
F: -1.996 -2.262 1.235
F: 2.246 0.070 1.544
O: 0.942 -0.172 -1.794
O: 2.763 -1.346 -0.593
N: 0.613 1.315 0.868
C: -1.654 1.212 0.066
C: -2.010 -0.146 0.232
C: -1.449 -1.118 1.048
C: -0.448 1.798 0.227
C: 1.475 0.525 0.491
B: 1.812 -0.364 -0.767
H: -0.766 -1.016 1.781
H: -0.344 2.946 0.072
H: -2.420 1.758 -0.349
H: 1.088 -0.827 -2.453
H: 3.048 -2.016 -1.304
H: -2.900 -0.357 -0.304